No. 1
The following is a DFT calculation (ωB97M-V/def2-TZVPD) of a molecular structure, C27H35ClNO4ReS3Si in a non-equilibrium geometry.

```
73
Properties=species:S:1:pos:R:3:forces:R:3
Re -0.3172 -1.1812 -0.0386 -0.4425 -0.3972 -2.2775
C 0.3021 -2.7034 -3.6475 0.0127 0.1907 0.4073
C 0.3324 -1.2490 -4.0703 0.0461 0.1183 0.2700
S 0.7410 -0.0981 -2.7059 -0.4243 0.0095 0.5129
C -0.4666 1.1914 -3.0651 0.2882 -0.1806 -0.0768
C -1.9464 0.8735 -2.8855 -0.0598 -0.1188 0.2565
S -2.4315 -0.3980 -1.6601 0.5479 -0.0955 0.4300
C -2.8226 -1.7992 -2.7946 0.0006 0.0690 0.2012
C -2.2128 -3.1271 -2.4068 0.1884 0.0849 0.0607
S -0.4465 -3.0683 -2.0295 -0.2530 -0.1567 0.3487
H 1.3178 -3.0880 -3.5615 -0.0165 -0.0739 -0.0655
H -0.2200 -3.3059 -4.3908 0.0346 -0.0719 0.0239
H -0.6240 -0.9196 -4.4672 0.0012 -0.0420 -0.0396
H 1.0910 -1.1121 -4.8403 -0.0440 0.0569 -0.0387
H -0.2898 1.5343 -4.0854 0.0433 0.0381 0.0119
H -0.1783 1.9849 -2.3868 -0.0521 0.0558 -0.1730
H -2.4275 0.5892 -3.8193 -0.0060 -0.0395 0.0089
H -2.4232 1.7853 -2.5319 -0.0750 0.0084 -0.1131
H -2.5147 -1.5039 -3.7936 -0.0509 0.0518 -0.0107
H -3.9080 -1.8954 -2.7789 -0.0015 0.0431 -0.0633
H -2.3603 -3.8561 -3.2043 -0.0422 -0.0078 0.0131
H -2.6626 -3.5148 -1.4995 -0.0072 -0.1028 0.0077
C 2.7099 -1.8228 -0.8637 0.0690 0.0982 -0.1684
N 1.7933 -1.8993 0.2853 -0.7783 0.0882 0.3474
C 1.6445 -3.3303 0.6701 0.0427 -0.4030 0.0764
C 2.4048 -1.1927 1.4394 -0.0675 0.1684 0.3126
C 1.3622 -1.0297 2.4938 0.0643 -0.0654 0.0215
C 1.6656 -0.9695 3.8424 0.0833 -0.0445 -0.0464
C 0.6502 -0.7857 4.7699 -0.0487 -0.0414 0.0127
C -0.6676 -0.6912 4.3462 -0.0130 0.0542 -0.0364
C -0.9710 -0.7569 2.9960 -0.1005 -0.0365 0.2193
C 0.0400 -0.9217 2.0512 -0.4933 0.0367 -1.0582
H 3.6947 -2.1950 -0.5717 -0.0327 -0.0354 0.0504
H 2.8082 -0.7956 -1.2064 0.0521 -0.0212 0.0934
H 2.3384 -2.4391 -1.6806 -0.0121 -0.0203 0.0379
H 1.0951 -3.4151 1.6047 -0.0178 0.0794 0.0032
H 2.6363 -3.7738 0.7952 0.0280 0.0802 0.0208
H 1.1054 -3.8909 -0.0878 0.0270 0.0647 -0.0524
H 2.7430 -0.2093 1.1091 0.0463 -0.0722 -0.1020
H 3.2655 -1.7604 1.8048 0.0455 0.0139 -0.0892
H 2.6924 -1.0677 4.1732 0.0175 0.0158 -0.0013
H 0.8822 -0.7376 5.8253 0.0297 0.0119 0.0046
H -1.4619 -0.5623 5.0694 -0.0114 -0.0290 0.0054
H -2.0042 -0.6951 2.6829 0.0295 0.0072 -0.0058
O -1.3983 -4.3257 0.2870 0.0092 0.1150 -0.2391
Cl -2.1552 -3.5679 1.2494 0.5369 -1.2441 0.2658
O -3.4480 -4.0918 1.4138 -0.6466 0.0227 0.0099
O -1.4232 -3.4926 2.4581 -0.0144 0.1898 0.3337
O -2.3336 -2.1859 0.6787 1.4569 1.3672 -0.3798
C 2.7813 3.1389 3.3431 -0.0174 0.0022 0.0380
C 3.0951 2.7400 2.0523 0.1064 -0.0350 -0.0644
C 2.1318 2.1303 1.2623 -0.0888 0.0463 0.0292
C 0.8399 1.9090 1.7424 -0.2318 -0.1179 -0.2919
C 0.5467 2.3043 3.0472 -0.0242 0.0646 -0.0240
C 1.5057 2.9165 3.8405 0.0148 0.0126 0.0113
Si -0.5713 1.2400 0.6644 0.1551 0.3069 0.9214
C -0.9415 2.7609 -0.4261 -0.0118 -0.2174 -0.0484
C -2.2701 3.1765 -0.5514 0.0495 -0.0631 0.0970
C -2.5958 4.3779 -1.1652 -0.0417 0.0753 -0.0676
C -1.5940 5.1915 -1.6731 -0.0434 -0.0235 0.0209
C -0.2669 4.8014 -1.5545 0.0701 0.0010 -0.0244
C 0.0527 3.6040 -0.9339 -0.0366 0.1064 0.1362
H 3.5259 3.6303 3.9549 0.0140 -0.0105 0.0102
H 4.0879 2.9163 1.6577 0.0111 -0.0039 0.0023
H 2.3892 1.8332 0.2485 0.0529 0.0465 -0.0290
H -0.4463 2.1368 3.4461 -0.0070 0.0360 0.0139
H 1.2527 3.2301 4.8448 0.0079 -0.0097 0.0180
H -1.8030 1.2713 1.4942 0.0303 -0.1103 -0.0720
H -3.0626 2.5623 -0.1362 -0.0226 0.0067 0.0164
H -3.6307 4.6870 -1.2362 -0.0102 -0.0075 0.0107
H -1.8439 6.1363 -2.1368 -0.0026 -0.0010 -0.0242
H 0.5209 5.4386 -1.9347 0.0086 0.0143 0.0129
H 1.0954 3.3338 -0.8221 0.0279 0.0406 -0.0232
```
Forces are in eV/Å.

Summary:
HOMO level (alpha / beta), hartree: -0.402 / -0.412
Molar mass, g mol⁻¹: 783.5
LUMO level (alpha / beta), eV: -4.2 / -4.3
E, Eh: -3427.54975
Total charge: +1
2S+1: 2
Energy relative to the best compared isomer or geometry (same formula, charge and spin), eV: 2.150

---

No. 2
The following is a DFT calculation (ωB97M-V/def2-TZVPD) of C27H35FN2O4 in the gas phase.

```
69
Properties=species:S:1:pos:R:3:forces:R:3
C -5.3054 -0.2413 1.3128 -0.0391 -0.0310 0.2500
H -5.3049 0.6817 1.9017 0.0171 -0.0408 -0.0206
O -5.0005 0.0046 -0.0382 0.2477 0.1301 -0.3557
C -3.7964 0.5613 -0.3386 -0.0638 0.0031 -0.2480
C -2.8266 0.8916 0.5963 -0.0218 0.0273 0.0449
C -1.6270 1.4466 0.1777 -0.3008 0.1478 -0.2068
C -1.4011 1.6940 -1.1652 0.0642 0.0614 0.0633
C -2.3607 1.3662 -2.1192 -0.0973 -0.0487 -0.0657
C -3.5732 0.7931 -1.7103 -0.2419 -0.0465 -0.0322
O -4.5852 0.3848 -2.5320 0.4618 -0.1259 0.3370
C -4.8426 1.0939 -3.7240 -0.1604 0.1236 -0.4438
H -4.8269 2.1744 -3.5593 0.0060 -0.0302 0.0088
H -4.1287 0.8405 -4.5110 -0.1317 0.0493 0.0920
H -5.8440 0.7893 -4.0281 0.0410 0.0617 0.0061
O -2.1700 1.5560 -3.4641 -0.3518 -0.2667 0.4032
C -1.0209 2.2442 -3.8913 0.2103 0.1059 -0.0861
H -1.1289 2.3472 -4.9703 0.0624 0.0173 0.0717
H -0.9519 3.2381 -3.4384 0.0018 -0.0450 -0.0002
H -0.1075 1.6798 -3.6755 -0.0338 0.0353 0.0107
H -0.4652 2.1390 -1.4622 0.1069 0.0368 -0.0820
C -0.5910 1.8107 1.2005 -0.0033 -0.0737 -0.0692
O -0.6389 2.8553 1.8231 -0.1519 0.2954 0.0796
N 0.3906 0.8951 1.3793 0.2444 0.0612 0.1272
C 0.4348 -0.3761 0.6895 -0.3015 -0.4337 0.0184
C -0.3976 -1.4482 1.3957 0.1539 -0.0122 -0.5008
H -1.4173 -1.0796 1.5055 -0.0053 0.0016 0.0468
H -0.0050 -1.6437 2.3940 -0.0021 -0.0421 0.1371
C -0.4499 -2.7600 0.6041 0.0933 0.4647 0.2419
N -1.5792 -3.5543 1.0914 0.1426 -0.2181 -0.0171
C -2.7719 -3.4507 0.2893 -0.0123 -0.0051 0.0846
H -3.0436 -2.4029 0.1716 -0.1095 0.0796 -0.0395
H -3.5853 -3.9683 0.7971 -0.1198 0.0227 -0.0582
H -2.6512 -3.8915 -0.7141 0.0113 0.0104 -0.0142
C -1.1270 -4.9158 1.3105 0.0189 -0.0915 0.1274
H -1.1736 -5.5205 0.3874 -0.0008 -0.0081 0.0133
C 0.3187 -4.7367 1.7513 -0.1268 -0.0446 -0.0866
C 0.7984 -3.6357 0.8064 -0.1180 -0.0409 -0.0653
H 1.1114 -4.0716 -0.1432 0.0522 -0.0057 -0.0005
H 1.6351 -3.0712 1.2134 0.0925 0.0617 -0.0327
H 0.3460 -4.3881 2.7834 0.0089 -0.0366 0.0729
H 0.9021 -5.6515 1.6696 0.0319 -0.0229 0.0541
H -1.7511 -5.3951 2.0679 0.0110 -0.0922 -0.0600
H -0.5774 -2.5143 -0.4623 -0.0133 -0.0525 0.0199
H 0.0550 -0.2484 -0.3269 0.1520 -0.0686 0.0636
H 1.4819 -0.6835 0.6237 -0.0154 0.0539 -0.0974
C 1.4186 1.1348 2.3734 -0.1550 0.2703 0.0455
C 2.7924 1.2742 1.7583 0.0506 -0.0276 -0.1661
C 2.9454 2.0014 0.6522 -0.1926 -0.1112 0.2713
C 4.1942 2.2553 -0.0676 0.3354 0.0570 0.1299
C 4.2499 2.0856 -1.4509 0.1342 0.0328 0.0790
C 5.4117 2.3194 -2.1609 -0.0106 -0.0114 -0.1618
C 6.5542 2.7488 -1.5052 -0.0353 0.0049 0.0520
C 6.5240 2.9539 -0.1376 -0.0031 -0.0056 0.1246
C 5.3542 2.7092 0.5571 -0.0486 0.0082 -0.1958
F 5.3459 2.9611 1.8851 -0.0284 -0.0460 -0.1511
H 7.3902 3.3081 0.3990 0.0703 0.0344 0.0729
H 7.4629 2.9350 -2.0566 0.0839 0.0201 -0.0392
H 5.4268 2.1712 -3.2302 0.0018 -0.0205 -0.0866
H 3.3604 1.7511 -1.9652 -0.1020 -0.0322 -0.0339
H 2.0666 2.4449 0.2005 -0.1646 0.0144 -0.0026
C 3.8947 0.5398 2.4521 0.0476 0.1639 -0.0729
H 3.5613 -0.4541 2.7488 -0.0432 -0.0768 0.0286
H 4.7690 0.4389 1.8140 0.0885 -0.0071 0.0280
H 4.1900 1.0766 3.3533 0.0870 -0.0367 0.1188
H 1.4120 0.3220 3.1063 0.0157 0.0176 -0.0208
H 1.1444 2.0652 2.8821 0.0551 -0.2184 0.0401
H -2.9969 0.7451 1.6504 -0.0638 -0.0598 0.1061
H -4.6105 -0.9597 1.7609 -0.0019 0.0384 -0.0109
H -6.3078 -0.6663 1.3115 0.0692 0.0237 0.0530
```
Forces are in eV/Å.

Summary:
HOMO level, hartree: -0.298
Molar mass, g mol⁻¹: 470.6
LUMO level, eV: 0.5
E, Eh: -1560.12900
Structure (SMILES): COc1cc(C(=O)N(CC[C@H]2CCCN2C)C/C(C)=C/c2ccccc2F)cc(OC)c1OC
Energy relative to the best compared isomer or geometry (same formula, charge and spin), eV: 0.213

---

No. 3
The following is a DFT calculation (ωB97M-V/def2-TZVPD) of a molecular structure, C27H35FN4P2V in a non-equilibrium geometry.

```
70
Properties=species:S:1:pos:R:3:forces:R:3
V -1.0918 -1.8652 -0.9610 0.1120 -0.2930 2.3858
C -1.4242 -3.2586 -2.2933 1.1489 -1.2846 0.4768
C 0.0174 -2.8581 -2.2050 -0.4287 -0.3923 -1.2231
C 0.6779 -1.9569 -3.2058 0.2686 0.2168 -1.0460
C -0.1440 -0.7081 -3.6222 0.8060 -0.2449 -1.4302
C -0.8340 -0.0617 -2.4726 -0.9878 0.2819 0.7531
C -2.1015 -0.4075 -1.8959 -0.3512 1.8950 -0.5039
C -3.0924 -1.2708 -2.6181 -0.4124 -0.3821 -0.2383
C -2.4572 -2.5902 -3.1590 -0.9743 -0.1846 -1.4453
C -0.8839 2.1156 2.5622 0.0605 -0.7613 1.0122
H -1.6796 -4.3066 -2.0162 0.4018 0.9443 -0.3069
H 0.7440 -3.5946 -1.8421 -0.6820 -0.0993 -0.1579
H 0.9428 -2.5749 -4.0805 0.0626 0.4304 -0.0297
H 1.6295 -1.5724 -2.8004 -0.1219 -0.2626 0.0319
H 0.5723 0.0236 -4.0605 -0.4160 -0.4342 0.3127
H -0.8143 -0.9421 -4.4754 0.2060 0.1082 0.5884
H -0.7099 1.0428 -2.4623 0.3973 -0.7375 0.5599
H -2.5512 0.4271 -1.3360 0.1194 -0.3438 -0.1886
H -3.4628 -0.6596 -3.4647 0.0763 -0.4267 0.2219
H -3.9838 -1.4634 -1.9899 0.4672 -0.1095 -0.1832
H -3.2924 -3.2869 -3.3395 0.3682 0.1359 0.1835
H -2.0467 -2.4137 -4.1635 -0.1808 0.0066 0.3190
H -1.3269 1.1122 2.6166 0.1104 0.1409 0.0022
H -1.7093 2.8350 2.6925 0.4337 -0.1232 -0.5079
H -0.2096 2.2472 3.4207 0.0351 -0.1720 -0.3646
P -0.0285 2.3239 1.0125 -1.8173 2.2735 -2.2745
P 1.4906 -1.0281 1.8607 -1.8091 -2.0641 1.3640
N -1.3911 2.8316 -0.0035 1.0836 -1.1155 0.4341
N 0.9713 3.6370 1.1221 -0.0845 -0.3111 0.0853
N 0.1867 -2.0612 1.6523 1.2834 0.3199 0.4248
N 2.8055 -1.8179 2.4021 0.8180 0.0604 -0.6439
C 0.8282 1.1164 -0.0331 0.0950 -0.7363 0.2550
C 1.6561 -0.1660 0.3405 1.1164 1.4916 -0.5245
C -2.7126 2.4291 0.2113 -0.8726 0.8143 -0.0146
C -3.5404 3.1136 -0.6666 1.2413 -0.7558 0.7032
C -2.6948 3.8739 -1.5335 0.8605 -0.5819 0.4224
C -1.3844 3.6300 -1.1518 -0.5910 0.6469 -0.1354
C 0.6024 4.7774 1.8405 1.0491 0.8912 0.0076
C 1.5865 5.7287 1.6725 -0.8507 -1.0517 0.1406
C 2.5839 5.1788 0.8046 -0.5203 -1.0537 0.0109
C 2.1878 3.9019 0.4723 0.6042 0.9097 0.1069
C -1.1402 -1.9984 2.1234 -1.3620 -0.5391 0.0478
C -1.9191 -2.9499 1.4699 0.9559 0.6839 0.7159
C -1.1138 -3.6030 0.4926 0.7129 -0.0204 -0.0672
C 0.1800 -2.9608 0.4969 -0.1761 -0.4080 0.0230
C 3.3249 -2.9960 1.8361 0.6091 -0.7998 0.8339
C 4.1838 -3.5687 2.7506 -0.5933 0.6526 -0.6546
C 4.2840 -2.6823 3.8845 -0.8084 0.9172 -0.7445
C 3.4681 -1.6003 3.6338 0.4721 -0.9447 0.6086
H 1.5066 1.7122 -0.6643 -0.4228 0.0283 0.2802
H 0.0111 0.8308 -0.7277 0.3345 -0.2687 0.3037
H 1.4729 -0.8755 -0.4954 -0.2032 -0.1772 0.4673
H 2.7358 0.0507 0.2701 -0.2649 0.1963 0.0409
H -2.9487 1.7243 0.9967 -0.1301 0.2103 -0.0859
H -4.6153 3.0563 -0.6716 -0.0165 -0.0299 -0.0905
H -3.0388 4.5058 -2.3427 0.2673 -0.1063 0.0951
H -0.4529 3.9812 -1.5706 -0.0749 0.1717 0.1126
H -0.2988 4.7623 2.4212 -0.1273 0.2496 0.0890
H 1.6079 6.6861 2.1598 -0.0407 0.1414 -0.0675
H 3.5036 5.6622 0.5117 -0.0939 -0.0936 -0.1048
H 2.6771 3.1575 -0.1357 0.0051 0.1736 0.0752
H -1.3810 -1.5016 3.0584 0.0831 0.1689 -0.3445
H -2.9250 -3.2732 1.7374 0.2876 0.4548 -0.0195
H -1.2895 -4.6221 0.1330 0.0089 0.6718 0.0077
H 1.1108 -3.5111 0.2443 -0.8466 0.7309 0.2498
H 3.0194 -3.2701 0.8413 0.1336 -0.2876 0.0829
H 4.7031 -4.5137 2.6379 -0.0815 0.2626 -0.1066
H 4.9156 -2.8179 4.7564 -0.1990 0.0915 -0.2269
H 3.2650 -0.6988 4.1829 0.0601 -0.1316 0.1907
F 1.2376 -0.1670 3.1381 -0.6139 0.3556 -1.2953
```
Forces are in eV/Å.

Summary:
HOMO level (alpha / beta), hartree: -0.451 / -0.452
Molar mass, g mol⁻¹: 547.5
LUMO level (alpha / beta), eV: -6.1 / -6.3
E, Eh: -2994.64907
Total charge: +2
2S+1: 2